The following is a DFT calculation (ωB97M-V with the def2-TZVPD basis set) of the molecule C22H33N3O5.

```
63
Properties=species:S:1:pos:R:3:forces:R:3:mulliken_charge:R:1
C 4.69765 -5.07245 -1.02476 -0.18 -0.06 0.19 -1.272
C 3.30475 -4.84285 -0.44853 0.05 0.08 -0.31 -0.583
C 2.61469 -3.61388 -1.03694 0.09 -0.07 0.31 -0.001
H 2.55743 -3.72409 -2.12130 -0.07 0.00 -0.08 0.608
H 1.59247 -3.55477 -0.65815 0.03 0.06 -0.07 -0.004
C 3.34216 -2.30710 -0.68520 -0.07 -0.32 -0.02 -1.245
N 2.47250 -1.15665 -0.78361 0.09 0.05 -0.34 0.342
C 2.01517 -0.39748 0.23717 0.39 0.18 0.29 1.085
O 1.26235 0.54498 0.03403 -0.12 0.27 0.12 -0.652
C 2.51575 -0.69684 1.63895 -0.03 0.01 -0.03 -1.610
H 2.21523 0.15541 2.25173 0.07 -0.03 -0.11 0.545
C 1.98188 -1.99527 2.27146 0.03 0.09 0.16 0.064
C 0.75187 -1.80420 3.16692 -0.13 -0.09 -0.21 -1.084
H 0.79307 -2.52931 3.98264 -0.03 0.03 0.04 0.355
H 0.74996 -0.80858 3.61122 0.03 -0.05 0.10 0.477
C -0.58523 -2.02852 2.46140 0.02 -0.25 0.46 -1.270
N -0.89294 -1.03373 1.44461 0.04 -0.08 0.20 0.206
C -0.79855 -1.41308 0.12567 -0.30 0.06 -0.46 -0.081
O -0.40035 -2.50992 -0.22176 0.13 -0.25 -0.07 -0.687
N -1.23731 -0.50176 -0.79105 -0.07 -0.16 -0.33 0.103
C -1.57477 0.79662 -0.48932 -0.17 0.43 0.72 -0.567
C -1.89524 1.71185 -1.49028 0.01 0.09 -0.14 -0.601
C -2.24205 3.01000 -1.16468 -0.02 0.07 0.23 1.111
C -2.27718 3.41073 0.20179 0.00 -0.08 -0.04 0.673
C -1.96387 2.49456 1.17893 -0.02 0.11 -0.18 -0.216
C -1.61302 1.18180 0.84540 -0.07 0.09 -0.52 -0.449
C -1.28009 0.22588 1.89190 -0.13 0.14 -0.14 0.551
O -1.34208 0.46101 3.08297 0.03 0.05 0.09 -0.721
H -1.96567 2.74180 2.22776 -0.04 0.09 0.09 0.681
O -2.61375 4.71239 0.40056 0.01 -0.10 -0.26 -0.518
C -2.71148 5.20855 1.72054 -0.18 0.11 0.37 -0.451
C -4.00877 4.79834 2.41214 0.31 0.00 -0.29 -1.073
H -4.85986 5.12053 1.81740 -0.09 0.04 -0.02 0.324
H -4.06401 5.26632 3.39115 -0.02 0.03 0.13 0.369
H -4.06148 3.71973 2.53410 -0.05 -0.08 0.06 0.330
H -1.84063 4.90402 2.31323 -0.02 0.06 -0.08 0.360
H -2.68537 6.29541 1.60009 0.07 -0.15 0.07 0.351
O -2.54875 3.98948 -2.04496 0.04 -0.09 0.39 -0.523
C -2.60337 3.71079 -3.42879 -0.16 -0.15 -0.46 -0.459
C -3.89005 2.99588 -3.83342 0.30 0.16 0.26 -1.049
H -4.74809 3.59602 -3.54242 -0.09 0.04 0.00 0.325
H -3.96941 2.02755 -3.34579 -0.04 -0.10 -0.01 0.311
H -3.90768 2.85304 -4.91048 -0.02 -0.03 -0.12 0.371
H -2.56510 4.69546 -3.90295 0.08 -0.16 0.04 0.360
H -1.72078 3.14187 -3.74621 -0.03 0.10 0.05 0.338
H -1.84905 1.38685 -2.51772 -0.04 0.03 -0.14 0.381
H -1.12453 -0.76780 -1.75935 0.05 -0.08 0.24 0.332
H -1.38406 -1.97895 3.20720 0.08 -0.05 -0.13 0.490
H -0.59806 -3.00285 1.96903 -0.04 0.15 0.10 0.496
H 2.78020 -2.42204 2.88338 -0.01 -0.04 -0.08 0.507
H 1.73472 -2.71993 1.49647 0.09 -0.14 -0.04 -0.003
H 3.60796 -0.71093 1.61608 -0.02 0.01 0.01 0.474
C 2.01276 -0.85570 -2.12198 -0.14 0.17 0.00 -1.298
H 1.54593 0.12782 -2.10589 0.03 -0.09 -0.08 0.408
H 2.86116 -0.84784 -2.80845 0.01 -0.04 -0.03 0.380
H 1.28722 -1.60022 -2.45632 -0.02 -0.03 -0.07 0.321
H 4.18308 -2.15119 -1.37236 0.02 0.00 0.15 0.341
H 3.74160 -2.37874 0.32418 0.05 0.02 0.00 0.376
H 3.37365 -4.73852 0.63678 -0.07 -0.02 0.08 0.229
H 2.68603 -5.71839 -0.65560 -0.02 -0.02 0.09 0.435
H 5.12240 -5.99344 -0.63211 0.13 -0.06 -0.01 0.407
H 4.65254 -5.15290 -2.10874 0.04 0.00 -0.14 0.301
H 5.36645 -4.25479 -0.76778 0.15 0.07 -0.01 0.301
```
Positions in Å, forces in eV/Å.

Calculated values
Orbital gap (hartree): 0.3077
Structure (SMILES): CCCCN(C)C(=O)CCCCn1c(=O)[nH]c2cc(OCC)c(OCC)cc2c1=O
LUMO level (eV): 0.6812
Energy above the lowest of the compared OMol25 structures with the same formula, charge and spin (kcal/mol): 14.9
2S+1: 1
HOMO level (Ha): -0.2827

The following is a DFT calculation (ωB97M-V with the def2-TZVPD basis set) of a cluster of 2 separate species, C3H7IN2 in total at a distorted geometry.

```
13
Properties=species:S:1:pos:R:3:forces:R:3:mulliken_charge:R:1
C -1.64893 -0.30540 -1.78260 1.68 0.89 -2.98 -0.505
C -0.52069 0.19610 -1.38567 2.31 0.48 1.03 -0.144
C -0.18193 -0.62834 1.49140 -1.08 -0.83 0.86 -0.578
N 1.54069 0.81020 0.90242 1.13 -1.17 -2.04 -0.463
N 0.22754 0.60576 0.91024 -1.16 0.88 -1.09 -0.069
I 1.30379 0.64912 -2.51555 -1.20 -0.34 0.42 -0.069
H -1.81020 -0.35347 -2.86079 0.02 -0.44 0.02 0.242
H -2.50661 -0.33892 -1.24446 -2.26 -0.40 2.12 0.364
H -0.83879 -0.49649 2.36593 0.32 0.79 0.17 0.239
H -1.01682 -1.12393 0.83242 2.51 0.06 0.77 0.144
H 0.73704 -1.09964 1.96818 -1.19 -0.73 -1.21 0.338
H 1.77959 1.42526 0.05144 -0.22 -0.94 1.84 0.209
H 2.11229 -0.11127 0.84472 -0.87 1.73 0.09 0.291
```
Positions in Å, forces in eV/Å.

Calculated values
Orbital gap (spin up / spin down) (hartree): 0.3103 / 0.2685
LUMO level (spin up / spin down) (eV): 0.3662 / -0.4527
Energy above the lowest of the compared OMol25 structures with the same formula, charge and spin (kcal/mol): 135.9
2S+1: 1
HOMO level (spin up / spin down) (Ha): -0.2968 / -0.2852

The following is a DFT calculation (ωB97M-V with the def2-TZVPD basis set) of the molecule C3H4F2O at a distorted geometry.

```
10
Properties=species:S:1:pos:R:3:forces:R:3:mulliken_charge:R:1
C 0.99236 0.16756 0.53805 -0.46 -0.95 -0.37 0.289
C 0.01990 0.07354 -0.55615 -4.25 1.76 -3.91 -0.434
C -1.36630 -0.33139 -0.03490 -4.12 1.61 -0.37 0.136
H 1.01313 1.15695 1.07332 -1.32 -1.74 1.33 0.257
H 0.20811 -0.53077 -1.49840 0.65 0.03 1.62 0.289
H -0.21482 1.11260 -1.18721 0.85 -2.11 2.14 0.278
H -1.18048 -0.54500 1.22411 -1.75 0.10 -3.40 0.209
O -2.48888 -0.19967 -0.71399 6.40 -1.22 4.10 -0.506
F 2.16091 0.30399 -0.03153 2.93 -1.03 -0.62 -0.224
F 0.85606 -1.20780 1.18671 1.06 3.56 -0.52 -0.294
```
Positions in Å, forces in eV/Å.

Calculated values
Orbital gap (hartree): 0.3820
Structure (SMILES): O=CCC(F)F
LUMO level (eV): 0.1484
Energy above the lowest of the compared OMol25 structures with the same formula, charge and spin (kcal/mol): 62.4
2S+1: 1
HOMO level (Ha): -0.3766

The following is a DFT calculation (ωB97M-V with the def2-TZVPD basis set) of the molecule C23H26N2O5S at a distorted geometry.

```
57
Properties=species:S:1:pos:R:3:forces:R:3:mulliken_charge:R:1
C 5.77909 2.11977 -0.86302 0.16 -0.08 -0.16 -0.492
H 6.74480 2.51240 -0.54868 -0.05 -0.06 -0.06 0.274
O 4.84386 2.63096 0.05749 -0.25 0.08 0.22 -0.463
C 3.53023 2.33440 -0.11078 -0.26 0.05 0.04 0.740
C 3.01998 1.49192 -1.09717 0.36 0.10 0.02 -0.148
C 1.65948 1.27524 -1.18229 -0.31 0.17 0.19 -0.669
C 0.78239 1.89978 -0.29826 0.43 0.22 0.16 0.435
C 1.29653 2.72993 0.70033 -0.03 -0.15 -0.15 -0.658
C 2.65225 2.93843 0.79497 0.29 -0.03 -0.07 -0.784
H 3.06718 3.57713 1.55858 0.04 0.08 0.09 0.455
H 0.62167 3.20611 1.39464 -0.04 0.07 0.08 0.502
C -0.64246 1.71303 -0.44321 -0.64 -0.83 -0.70 0.283
N -1.23962 0.83957 -1.20235 0.89 0.10 0.15 -0.389
C -2.58002 1.07728 -1.05372 -0.01 1.17 0.68 0.666
C -2.74073 2.12402 -0.18065 -0.61 -0.72 -0.78 0.722
O -1.50838 2.52170 0.20406 0.18 0.22 0.21 -0.399
C -3.92575 2.80877 0.38465 0.38 0.03 0.19 -1.705
H -4.04599 2.50668 1.42599 -0.08 -0.01 0.02 0.311
H -3.78027 3.88698 0.35998 -0.09 0.08 -0.06 0.433
H -4.81854 2.54892 -0.17721 -0.07 0.00 -0.04 0.296
C -3.58778 0.28270 -1.77186 -0.24 -0.53 0.70 -1.217
H -3.19643 -0.07803 -2.71970 -0.07 -0.12 -0.07 0.420
H -4.52384 0.81433 -1.91342 -0.09 0.00 -0.05 0.395
S -4.05331 -1.24234 -0.85921 -0.60 -0.06 -0.11 1.210
O -3.00595 -2.22894 -0.96262 0.33 0.09 -0.08 -0.708
O -5.35528 -1.63176 -1.32892 -0.21 0.22 0.04 -0.678
C -4.22816 -0.78167 0.89877 0.22 0.20 -0.79 -0.975
C -2.92815 -0.39677 1.59291 0.04 -0.29 -0.03 0.455
O -2.86686 0.56439 2.33686 -0.12 0.20 0.29 -0.684
N -1.91822 -1.23800 1.35099 0.30 -0.19 -0.02 0.115
H -2.03035 -1.92747 0.61396 -0.03 0.12 0.15 0.329
C -0.59826 -1.06805 1.92080 0.09 0.06 0.09 -1.114
C 0.47198 -1.55528 0.95241 -0.01 0.13 0.31 -0.338
H 0.22347 -2.57232 0.64406 0.02 -0.07 -0.09 0.475
H 0.47491 -0.92742 0.06080 -0.04 -0.06 -0.07 0.128
C 1.85415 -1.53744 1.61066 -0.22 -0.10 -0.14 -0.715
C 2.92262 -2.11934 0.72718 0.05 0.07 0.10 0.170
C 4.03754 -1.37196 0.37353 -0.01 -0.03 0.04 0.018
C 5.02672 -1.91335 -0.42950 0.12 0.02 -0.06 -0.738
C 4.91425 -3.21152 -0.89417 0.09 -0.01 -0.07 -0.553
C 3.81158 -3.96944 -0.53898 -0.01 -0.10 -0.03 -0.635
C 2.82848 -3.42854 0.26890 0.00 0.02 -0.01 -0.380
H 1.98180 -4.03612 0.55301 -0.12 -0.07 0.02 0.372
H 3.72093 -4.98761 -0.88815 -0.01 -0.08 -0.02 0.386
H 5.68486 -3.63286 -1.52266 0.06 -0.04 -0.05 0.388
H 5.89621 -1.32562 -0.69030 0.06 0.04 -0.01 0.269
H 4.13154 -0.36032 0.74160 0.00 0.10 0.04 0.538
H 1.80826 -2.11807 2.53744 0.01 0.08 0.06 0.409
H 2.11400 -0.50969 1.87206 0.02 0.02 0.06 0.354
H -0.53883 -1.63742 2.85788 0.08 0.13 -0.03 0.539
H -0.46363 -0.00995 2.16403 0.02 -0.09 0.02 0.308
H -4.94963 0.02848 0.95217 0.00 0.06 0.04 0.340
H -4.65061 -1.67123 1.36394 -0.06 -0.10 -0.12 0.519
H 1.25608 0.63049 -1.94677 -0.03 -0.08 -0.10 0.438
H 3.67268 1.00137 -1.80118 0.09 -0.05 -0.04 0.419
H 5.56380 2.45791 -1.88135 0.00 -0.03 0.03 0.340
H 5.80798 1.02670 -0.84181 -0.01 0.02 -0.02 -0.011
```
Positions in Å, forces in eV/Å.

Calculated values
Orbital gap (hartree): 0.3215
Structure (SMILES): COc1ccc(-c2nc(CS(=O)(=O)CC(=O)NCCCc3ccccc3)c(C)o2)cc1
LUMO level (eV): 0.6384
Energy above the lowest of the compared OMol25 structures with the same formula, charge and spin (kcal/mol): 33.7
2S+1: 1
HOMO level (Ha): -0.2981